1.
Below is a structure of composition C19H28ClCoO6, with properties calculated with the ωB97M-V functional and the def2-TZVPD basis.

Electronic energy, eV: -82574.58343
Multiplicity: 5
Lowest unoccupied orbital energy (alpha / beta), eV: 0.206 / -1.416
<S²>: 6.0343
Largest force on an atom, Eh/bohr: 0.051

CARTESIAN COORDINATES (ANGSTROEM)
O (-2.959, 1.783, 0.434)
C (-3.875, 1.370, -0.629)
C (-5.064, 2.191, -0.171)
H (-4.086, 0.305, -0.575)
H (-3.512, 1.672, -1.609)
C (-4.070, 2.609, 0.937)
H (-5.913, 1.594, 0.148)
H (-5.408, 2.943, -0.885)
C (-4.528, 2.147, 2.310)
H (-4.803, 1.087, 2.313)
H (-5.401, 2.731, 2.640)
H (-3.730, 2.308, 3.044)
C (-3.690, 4.071, 0.886)
H (-3.361, 4.335, -0.126)
H (-2.882, 4.246, 1.601)
H (-4.533, 4.714, 1.165)
Co (2.188, 0.564, 0.559)
C (3.832, 0.095, -1.239)
C (3.276, -0.802, -2.162)
C (2.035, -0.308, -2.621)
H (3.803, -1.621, -2.630)
C (1.787, 0.951, -2.012)
C (2.917, 1.260, -1.114)
H (3.207, 2.283, -0.865)
H (4.866, 0.107, -0.913)
H (1.447, -0.764, -3.414)
H (1.091, 1.724, -2.352)
C (3.259, -2.176, 1.342)
C (3.228, -0.669, 1.687)
C (2.052, -0.510, 2.515)
H (4.202, -0.231, 1.885)
C (1.301, -1.749, 2.465)
C (1.958, -2.702, 1.750)
H (1.623, -3.662, 1.414)
H (3.872, -2.735, 2.062)
H (1.846, 0.214, 3.326)
H (0.354, -1.912, 2.967)
O (-0.166, -1.910, 0.009)
C (-0.369, -0.457, -0.041)
C (-0.841, -0.114, -1.452)
H (0.524, 0.166, 0.332)
H (-1.223, -0.262, 0.642)
C (-1.772, -1.311, -1.622)
H (-0.005, -0.228, -2.170)
H (-1.295, 0.886, -1.517)
C (-0.776, -2.407, -1.194)
H (-2.210, -1.366, -2.617)
H (-2.591, -1.179, -0.883)
H (0.021, -2.474, -1.971)
H (-1.279, -3.377, -1.044)
O (5.417, -3.012, -1.498)
Cl (5.252, -2.704, -0.120)
O (5.619, -3.754, 0.776)
O (5.786, -1.428, 0.252)
O (3.578, -2.534, -0.015)

=====

2.
Below is a cluster of 2 separate species, C19H28ClN3O5 in total, with properties calculated with the ωB97M-V functional and the def2-TZVPD basis.

SMILES string: CNC(=O)[C@@H](NC(C)=O)[C@@H](C)O.O=C(c1ccc(Cl)cc1)N1CCC[C@H](O)C1
Electronic energy, eV: -47388.88632
Lowest unoccupied orbital energy, eV: 0.328
Largest force on an atom, Eh/bohr: 0.047

CARTESIAN COORDINATES (ANGSTROEM)
O (2.804, 2.782, -3.479)
O (-5.196, -2.115, 1.464)
O (-1.975, -4.177, 0.301)
Cl (1.852, -3.846, -3.630)
O (3.266, 5.725, 0.615)
O (-1.265, 0.125, 0.019)
C (2.586, 2.040, -2.528)
C (-4.541, -1.161, 1.854)
C (-2.318, -3.325, 1.114)
C (1.285, -1.199, -3.983)
C (3.047, -1.715, -2.413)
C (1.460, 0.167, -3.733)
C (3.217, -0.352, -2.151)
C (2.076, -2.143, -3.322)
C (2.416, 0.603, -2.801)
N (-2.600, -3.643, 2.385)
N (2.523, 2.577, -1.240)
N (-3.246, -1.006, 1.584)
C (-5.186, -0.091, 2.702)
C (-2.575, -5.007, 2.910)
C (1.966, 1.818, -0.111)
C (2.818, 4.006, -1.044)
C (1.024, 2.713, 0.699)
C (1.736, 3.963, 1.249)
C (2.993, 4.334, 0.445)
C (-0.185, -1.872, -0.595)
C (-2.466, -1.860, 0.662)
C (-1.086, -1.209, 0.445)
H (3.431, 5.932, 1.550)
H (-1.590, 0.098, -0.885)
H (0.540, -1.533, -4.699)
H (3.666, -2.452, -1.910)
H (0.854, 0.898, -4.264)
H (3.979, -0.031, -1.445)
H (-2.958, -2.911, 2.976)
H (-2.798, -0.159, 1.900)
H (-4.722, -0.082, 3.686)
H (-6.249, -0.311, 2.801)
H (-5.061, 0.877, 2.222)
H (-2.652, -4.998, 3.998)
H (-3.413, -5.569, 2.494)
H (-1.646, -5.501, 2.617)
H (2.776, 1.445, 0.525)
H (1.390, 0.956, -0.454)
H (3.741, 4.276, -1.567)
H (2.007, 4.613, -1.459)
H (0.589, 2.142, 1.526)
H (0.201, 3.026, 0.048)
H (1.029, 4.798, 1.240)
H (2.028, 3.787, 2.289)
H (3.843, 3.756, 0.825)
H (0.150, -2.844, -0.236)
H (-0.720, -2.003, -1.536)
H (0.696, -1.255, -0.758)
H (-2.984, -1.892, -0.296)
H (-0.555, -1.192, 1.397)

=====

3.
Below is a structure of composition C19H28ErN4S2, with properties calculated with the ωB97M-V functional and the def2-TZVPD basis.

Total charge: +3
Electronic energy, eV: -75381.70937
Multiplicity: 4
Lowest unoccupied orbital energy (alpha / beta), eV: -11.332 / -11.196
<S²>: 3.8072
Largest force on an atom, Eh/bohr: 0.091

CARTESIAN COORDINATES (ANGSTROEM)
Er (-0.301, 0.626, -0.724)
S (1.109, -1.577, -0.122)
S (-0.354, 2.137, 1.575)
C (2.132, -2.319, 1.239)
C (2.675, -1.056, -0.966)
C (3.183, 0.185, -0.247)
N (2.138, 1.289, -0.278)
C (2.329, 2.166, 0.914)
C (1.192, 3.117, 1.226)
H (2.494, -0.908, -2.036)
H (3.355, -1.891, -0.825)
H (4.100, 0.558, -0.726)
H (3.451, -0.046, 0.801)
H (3.210, 2.776, 0.730)
H (2.515, 1.528, 1.789)
H (0.938, 3.816, 0.430)
H (1.436, 3.695, 2.120)
C (0.250, 1.369, 3.106)
H (2.324, 1.843, -1.118)
H (1.171, 0.827, 2.900)
H (-0.512, 0.662, 3.418)
H (0.435, 2.097, 3.895)
H (1.469, -3.033, 1.704)
H (2.547, -1.643, 1.968)
H (2.882, -2.811, 0.679)
C (-0.203, 2.160, -3.452)
C (-1.507, 1.785, -3.504)
H (0.518, 1.708, -4.151)
H (0.113, 3.110, -3.025)
H (-1.851, 1.018, -4.219)
H (-2.340, 2.360, -3.073)
C (-4.302, -1.040, 3.653)
C (-3.676, -2.181, 3.133)
C (-2.956, -2.102, 1.937)
C (-2.737, -0.835, 1.343)
C (-3.357, 0.325, 1.885)
C (-4.242, 0.173, 2.945)
N (-2.007, -0.696, 0.123)
N (-2.142, -1.802, -0.655)
C (-1.817, -1.763, -1.982)
C (-2.181, -2.790, -2.845)
C (-1.705, -2.737, -4.132)
C (-0.808, -1.748, -4.574)
C (-0.352, -0.874, -3.612)
N (-0.963, -0.780, -2.407)
H (-4.826, -1.077, 4.613)
H (-3.826, -3.155, 3.605)
H (-2.544, -2.981, 1.431)
H (-3.173, 1.288, 1.373)
H (-4.929, 0.991, 3.196)
H (-2.696, -3.590, -2.346)
H (-1.931, -3.556, -4.774)
H (-0.412, -1.691, -5.591)
H (0.419, -0.171, -3.884)

=====

4.
Below is a structure of composition C19H28F5O3TcTe, with properties calculated with the ωB97M-V functional and the def2-TZVPD basis.

Total charge: +1
Electronic energy, eV: -49367.53254
Multiplicity: 4
ΔE to the lowest compared entry with this formula, charge and spin, kcal/mol: 0.0
Lowest unoccupied orbital energy (alpha / beta), eV: -4.903 / -5.480
<S²>: 3.7995
Largest force on an atom, Eh/bohr: 0.057

CARTESIAN COORDINATES (ANGSTROEM)
O (-0.467, -0.805, -0.101)
C (-0.820, -1.333, 1.202)
C (-0.480, -2.775, 0.812)
H (-1.862, -1.112, 1.479)
H (-0.105, -0.926, 1.937)
C (-0.065, -2.112, -0.567)
H (-1.336, -3.464, 0.820)
H (0.382, -3.158, 1.431)
C (-0.673, -2.211, -1.938)
H (-1.679, -1.794, -1.976)
H (-0.660, -3.240, -2.287)
H (-0.126, -1.571, -2.642)
C (1.402, -2.387, -0.705)
H (1.891, -2.308, 0.262)
H (1.898, -1.744, -1.433)
H (1.494, -3.416, -1.053)
Tc (1.947, 1.416, -0.214)
C (3.564, 1.395, 1.157)
C (3.017, 1.731, 2.461)
C (2.246, 0.657, 2.927)
H (3.300, 2.587, 3.056)
C (2.270, -0.374, 1.966)
C (3.125, 0.030, 0.862)
H (3.665, -0.660, 0.224)
H (4.459, 1.864, 0.766)
H (1.757, 0.588, 3.902)
H (1.886, -1.374, 2.115)
C (3.301, 2.441, -1.515)
C (3.473, 1.024, -1.669)
C (2.267, 0.489, -2.212)
H (4.362, 0.458, -1.439)
C (1.318, 1.551, -2.342)
C (1.971, 2.767, -1.947)
H (1.563, 3.764, -2.005)
H (4.041, 3.138, -1.149)
H (2.129, -0.510, -2.609)
H (0.301, 1.450, -2.699)
O (-3.017, -0.947, -0.620)
C (-3.577, -2.222, -1.015)
C (-5.031, -2.386, -0.549)
H (-2.926, -2.994, -0.569)
H (-3.507, -2.366, -2.111)
C (-5.288, -1.119, 0.298)
H (-5.186, -3.318, 0.013)
H (-5.685, -2.431, -1.425)
C (-4.032, -0.230, 0.113)
H (-5.355, -1.423, 1.346)
H (-6.197, -0.551, 0.067)
H (-3.591, 0.027, 1.087)
H (-4.244, 0.707, -0.438)
F (0.679, 3.487, 3.046)
Te (0.400, 4.165, 1.283)
F (0.409, 5.949, 1.972)
F (2.287, 4.274, 1.048)
F (-1.471, 4.041, 1.480)
F (0.173, 4.879, -0.479)
O (0.405, 2.384, 0.575)